1.
Formula: C4H9O2Si
Source: the Open Molecules 2025 dataset
Level of theory: the ωB97M-V functional and the def2-TZVPD basis

```
16
Properties=species:S:1:pos:R:3:mulliken_charge:R:1
C -1.404 -0.418 0.015 0.05
C 0.638 -0.615 1.304 -1.33
C 0.691 -1.075 -1.305 -1.38
C 0.020 -0.295 -0.029 1.22
O -1.848 0.845 0.201 -0.50
O -2.165 -1.366 -0.060 -0.70
Si -0.323 1.705 -0.071 0.55
H 1.836 -0.598 1.101 0.20
H 0.287 -1.599 1.679 0.34
H 0.375 0.219 2.063 0.34
H 0.113 -0.882 -2.274 0.32
H 0.711 -2.142 -0.945 0.29
H 1.722 -0.775 -1.363 0.38
H 0.869 1.872 0.832 -0.23
H -1.035 3.099 0.317 -0.30
H -0.489 2.026 -1.466 -0.25
```

Maximum force, eV/Å: 3.70
HOMO, hartree: -0.1275
2S+1: 1
Net charge: -1
Kohn-Sham gap, eV: 7.319
ΔE to the lowest compared entry with this formula, charge and spin, kJ/mol: 95.2

---

2.
Formula: C4H9O3
Source: the Open Molecules 2025 dataset
Level of theory: the ωB97M-V functional and the def2-TZVPD basis

```
16
Properties=species:S:1:pos:R:3:mulliken_charge:R:1
C 2.526 1.508 -1.352 -0.98
C 1.227 1.047 -0.535 0.71
O 0.256 0.597 -1.178 -0.81
O 1.408 1.154 0.690 -0.70
H 2.342 1.397 -2.422 0.26
H 3.283 0.870 -1.010 0.27
H 2.641 2.542 -1.069 0.26
C -1.013 -1.236 1.148 -0.17
C -2.420 -0.763 0.794 -1.00
O -0.285 -1.668 0.034 -0.54
H -0.517 -0.506 1.799 0.21
H -0.949 -2.142 1.790 0.29
H -3.003 -0.284 1.566 0.35
H -0.289 -0.948 -0.651 0.33
H -2.904 -1.608 0.334 0.24
H -2.303 0.040 0.063 0.26
```

Maximum force, eV/Å: 2.90
HOMO, hartree: -0.1549
2S+1: 1
Net charge: -1
Kohn-Sham gap, eV: 8.438
ΔE to the lowest compared entry with this formula, charge and spin, kJ/mol: 65.7

---

3.
Formula: C4H9O3
Source: the Open Molecules 2025 dataset
Level of theory: the ωB97M-V functional and the def2-TZVPD basis

```
16
Properties=species:S:1:pos:R:3:mulliken_charge:R:1
O 1.239 -2.244 0.056 -0.82
C 1.524 -1.014 -0.107 0.49
O 2.481 -0.580 -0.768 -0.73
C 0.527 0.040 0.382 -0.51
C 0.206 1.055 -0.716 -0.32
C -1.013 1.923 -0.375 -1.08
H 0.926 0.564 1.267 0.21
H -0.415 -0.402 0.725 0.31
H 0.092 0.458 -1.609 0.40
H 1.034 1.732 -0.859 0.17
H -1.781 1.786 -1.137 0.24
H -1.326 1.748 0.657 0.35
H -0.784 2.991 -0.434 0.30
H -0.080 -2.663 0.956 0.45
H -1.626 -2.510 0.671 0.26
O -1.004 -2.884 1.293 -0.73
```

Maximum force, eV/Å: 1.19
HOMO, hartree: -0.1641
2S+1: 1
Net charge: -1
Kohn-Sham gap, eV: 8.288
ΔE to the lowest compared entry with this formula, charge and spin, kJ/mol: 10.9

---

4.
Formula: C4H9O3
Source: the Open Molecules 2025 dataset
Level of theory: the ωB97M-V functional and the def2-TZVPD basis

```
16
Properties=species:S:1:pos:R:3:mulliken_charge:R:1
C 1.842 0.577 -1.928 -0.15
C 0.994 1.434 -1.042 -1.01
O 1.770 -0.787 -1.596 -0.55
H 1.566 0.621 -3.077 0.21
H 2.898 0.798 -1.836 0.22
H 1.217 1.609 -0.073 0.35
H 0.883 -1.205 -1.818 0.31
H -0.151 1.081 -0.663 0.26
H 0.868 2.418 -1.534 0.35
C -0.004 -0.605 1.665 -0.79
C -1.481 -0.323 1.244 0.59
O -2.269 -1.273 1.464 -0.70
O -1.555 0.815 0.627 -0.76
H 0.240 0.157 2.421 0.20
H 0.693 -0.494 0.866 0.13
H 0.112 -1.526 2.109 0.37
```

Maximum force, eV/Å: 5.10
HOMO, hartree: -0.1485
2S+1: 1
Net charge: -1
Kohn-Sham gap, eV: 7.715
ΔE to the lowest compared entry with this formula, charge and spin, kJ/mol: 190.9